Record 1
The following is a quantum chemistry calculation of a molecular structure, C23H50BBrClN5O10P at a distorted geometry, from the OMol25 dataset.

XYZ file:
```
92
Properties=species:S:1:pos:R:3
C 1.502 -0.218 4.623
C 1.662 1.087 3.654
C 0.236 1.895 3.319
N -0.514 1.695 4.597
C -0.239 2.575 5.594
C -1.208 3.898 5.932
C 1.029 2.443 6.681
C -0.540 1.345 1.937
C -0.101 -0.237 1.593
B -1.162 -0.981 0.536
O -1.244 -0.710 -0.912
O -2.089 -2.056 1.042
P -2.437 1.118 1.911
O -3.139 1.795 0.416
Cl -3.466 2.263 3.395
C 0.046 2.418 0.793
N 0.250 1.944 -0.623
N 1.018 3.419 1.375
Br 0.246 5.048 0.728
C 2.411 3.570 0.854
C 3.247 2.195 0.560
C 4.602 2.004 1.495
C 5.619 0.887 0.790
C 7.124 1.527 0.536
N 8.229 0.470 0.515
C 0.678 3.439 2.845
N -0.438 4.508 2.848
O 1.691 4.168 3.632
H 1.876 -0.042 5.743
H 2.256 -1.041 4.196
H 0.458 -0.733 4.645
H 2.234 0.743 2.693
H 2.441 1.784 4.233
H -2.217 3.890 5.343
H -1.511 3.930 7.087
H -0.559 4.851 5.734
H 2.071 2.655 6.195
H 0.926 1.346 7.129
H 0.861 3.165 7.616
H 1.010 -0.317 1.233
H -0.308 -0.816 2.617
H -1.226 -1.588 -1.396
H -3.012 -1.663 1.005
H -2.601 1.497 -0.375
H -0.920 3.109 0.664
H 0.807 1.066 -0.696
H -0.626 1.923 -1.189
H 3.125 4.272 1.479
H 2.313 4.116 -0.205
H 3.651 2.236 -0.562
H 2.562 1.221 0.593
H 4.361 1.699 2.599
H 5.187 3.039 1.438
H 5.201 0.450 -0.214
H 5.733 -0.029 1.538
H 7.184 2.107 -0.479
H 7.366 2.275 1.419
H 7.918 -0.268 -0.173
H 8.179 -0.012 1.447
H -0.204 5.209 3.616
H -1.344 4.099 3.155
H 1.939 5.029 3.184
C -4.214 0.003 -3.406
C -2.860 -0.499 -3.877
O -3.007 -1.549 -4.841
C -3.360 -1.154 -6.091
O -3.552 -0.005 -6.454
O -3.494 -2.263 -6.861
C -3.966 -1.994 -8.179
H -4.825 -0.827 -3.036
H -4.097 0.742 -2.609
H -4.774 0.467 -4.224
H -2.317 -0.924 -3.027
H -2.244 0.313 -4.280
H -3.345 -1.244 -8.679
H -5.011 -1.668 -8.140
H -3.915 -2.922 -8.755
C -3.033 -4.359 -4.534
C -2.752 -5.527 -5.463
O -1.684 -6.339 -4.961
C -2.005 -7.162 -3.930
O -3.105 -7.268 -3.413
O -0.882 -7.823 -3.553
C -1.060 -8.648 -2.405
H -2.119 -3.785 -4.348
H -3.788 -3.695 -4.963
H -3.394 -4.702 -3.559
H -2.428 -5.143 -6.436
H -3.649 -6.132 -5.638
H -1.896 -9.343 -2.538
H -1.214 -8.024 -1.519
H -0.147 -9.233 -2.261
```

Highest occupied orbital energy, eV: -10.9
Net charge: +1


Record 2
The following is a quantum chemistry calculation of a molecular structure, C26H26FN8O2PrS2 at a distorted geometry, from the OMol25 dataset.

XYZ file:
```
66
Properties=species:S:1:pos:R:3
Pr -0.943 -1.670 -0.275
N 2.896 2.525 0.996
C 2.498 1.312 0.331
N 0.904 -0.276 -0.341
C 0.377 1.292 1.702
N -0.597 0.739 2.327
N -1.349 -0.262 1.716
C -2.167 -0.800 2.518
C -3.154 -1.814 2.077
C -3.972 -2.402 3.018
C -4.902 -3.348 2.609
C -4.986 -3.664 1.268
C -4.129 -3.020 0.389
N -3.238 -2.117 0.774
C 0.964 2.451 2.437
C 0.265 3.026 3.508
C 0.767 4.092 4.218
C 2.008 4.623 3.856
C 2.710 4.093 2.799
C 2.196 3.006 2.074
H 3.858 2.798 0.913
H 2.846 1.333 -0.702
H -2.171 -0.512 3.565
H -3.872 -2.127 4.061
H -5.549 -3.829 3.331
H -5.694 -4.394 0.900
H -4.156 -3.242 -0.672
H -0.693 2.598 3.767
H 0.206 4.516 5.041
H 2.419 5.464 4.402
H 3.670 4.510 2.509
N 2.374 -3.374 1.434
C 1.877 -3.487 0.194
S 1.931 -4.907 -0.666
N 1.355 -2.338 -0.422
N 1.431 -1.243 0.300
C 0.978 1.056 0.280
C 0.185 1.995 -0.656
C 0.659 3.270 -0.971
C -0.042 4.135 -1.796
C -1.256 3.715 -2.328
C -1.743 2.455 -2.039
C -1.052 1.559 -1.204
O -1.554 0.360 -0.993
H 2.562 -4.239 1.908
H 2.091 -2.580 1.985
H 2.937 0.438 0.816
H 1.602 3.601 -0.555
H 0.354 5.119 -2.016
H -1.827 4.376 -2.971
H -2.688 2.110 -2.445
O -1.195 -2.425 -2.436
S -0.594 -2.278 -3.839
C 1.020 -3.091 -3.862
C 2.092 -2.011 -3.740
C 1.533 -0.780 -4.456
C 0.114 -0.610 -3.927
H 1.066 -3.615 -4.819
H 1.019 -3.816 -3.044
H 3.034 -2.351 -4.168
H 2.253 -1.792 -2.683
H 1.521 -0.938 -5.538
H 2.115 0.121 -4.261
H -0.533 0.013 -4.540
H 0.099 -0.243 -2.901
F -0.728 -3.106 1.241
```

Expectation value of S²: 2.00
Multiplicity: 3
Highest occupied orbital energy (spin up / spin down), eV: -7.3 / -7.4
Energy relative to the best compared isomer or geometry (same formula, charge and spin), kcal/mol: 57.6


Record 3
The following is a quantum chemistry calculation of 3 unconnected molecules or ions with the total composition C2H11N3O2 at a distorted geometry, from the OMol25 dataset.

XYZ file:
```
18
Properties=species:S:1:pos:R:3
C -0.926 -0.761 -1.123
N 0.259 -0.177 -0.514
C 0.244 0.212 0.800
N 1.394 0.862 1.197
N -0.764 0.015 1.562
H -0.630 -1.272 -2.033
H -1.697 -0.020 -1.333
H -1.312 -1.467 -0.401
H 0.791 0.503 -1.050
H 2.108 1.018 0.508
H 1.693 0.799 2.144
H -0.586 0.292 2.526
H 0.864 3.435 -2.557
H -0.264 2.530 -2.115
O 0.667 2.500 -2.358
H -0.845 -2.059 1.534
H -0.152 -3.445 1.386
O -0.845 -2.964 1.825
```

SMILES: [H]/N=C(\N)NC.O.O
Highest occupied orbital energy, eV: -9.1
Energy relative to the best compared isomer or geometry (same formula, charge and spin), kcal/mol: 8.9


Record 4
The following is a quantum chemistry calculation of a single C2HCl2F molecule at a distorted geometry, from the OMol25 dataset.

XYZ file:
```
6
Properties=species:S:1:pos:R:3
C -0.473 -0.579 -0.018
C 0.371 0.425 0.009
H -0.081 -1.600 0.056
F -1.776 -0.411 -0.019
Cl -0.132 2.042 -0.011
Cl 2.091 0.123 -0.017
```

SMILES: FC=C(Cl)Cl
Highest occupied orbital energy, eV: -9.7
Energy relative to the best compared isomer or geometry (same formula, charge and spin), kcal/mol: 4.1


Record 5
The following is a quantum chemistry calculation of a molecular structure, C23H26N6NaO3PS3, from the OMol25 dataset.

XYZ file:
```
63
Properties=species:S:1:pos:R:3
Na 1.008 0.993 -0.905
S -1.216 2.169 -2.365
C -1.822 0.590 -2.146
N -2.900 0.271 -1.507
N -3.021 -1.154 -1.354
C -4.304 -1.640 -1.468
C -5.246 -0.998 -2.280
C -6.517 -1.531 -2.425
C -6.884 -2.705 -1.779
C -5.949 -3.341 -0.968
C -4.679 -2.819 -0.807
N -1.107 -0.465 -2.843
N 0.059 -0.621 -2.476
C 0.793 -1.616 -3.203
C 0.195 -2.492 -4.104
C 0.977 -3.423 -4.764
C 2.348 -3.481 -4.526
C 2.933 -2.608 -3.622
C 2.157 -1.671 -2.951
H -2.543 -1.437 -0.504
H -4.955 -0.082 -2.776
H -7.234 -1.018 -3.057
H -7.879 -3.115 -1.899
H -6.217 -4.253 -0.446
H -3.957 -3.312 -0.165
H -0.873 -2.432 -4.265
H 0.520 -4.113 -5.464
H 2.955 -4.215 -5.042
H 3.996 -2.657 -3.423
H 2.595 -1.004 -2.217
S 2.905 -0.715 0.504
C 3.808 0.753 0.439
S 3.632 1.849 -0.884
C 4.674 1.081 1.502
C 4.830 0.244 2.640
N 4.994 -0.388 3.595
C 5.437 2.280 1.537
N 6.077 3.238 1.640
C 1.704 -1.212 4.441
C 0.248 -1.513 4.161
O -0.358 -0.476 3.373
P -0.314 -0.676 1.735
O 0.021 0.884 1.343
C 1.024 1.638 2.064
C 0.345 2.656 2.952
O -1.901 -0.614 1.359
C -2.726 0.522 1.683
C -4.171 0.083 1.655
H 2.137 -1.979 5.088
H 1.811 -0.247 4.938
H 2.285 -1.186 3.517
H -0.338 -1.570 5.080
H 0.149 -2.473 3.643
H 1.658 2.127 1.322
H 1.664 0.964 2.632
H -0.302 3.307 2.362
H 1.103 3.272 3.442
H -0.254 2.157 3.715
H -2.545 1.296 0.938
H -2.442 0.889 2.672
H -4.463 -0.222 0.649
H -4.815 0.912 1.958
H -4.335 -0.753 2.338
```

Highest occupied orbital energy, eV: -1.8
Net charge: -2
Energy relative to the best compared isomer or geometry (same formula, charge and spin), kcal/mol: 0.0


Record 6
The following is a quantum chemistry calculation of a molecular structure, C2H6AgFO2 at a distorted geometry, from the OMol25 dataset.

XYZ file:
```
12
Properties=species:S:1:pos:R:3
C -1.677 -0.390 -0.025
O -0.436 0.265 -0.207
C 0.694 -0.564 -0.519
O 1.776 0.270 -0.581
Ag 0.243 2.221 0.262
H -2.357 0.367 0.380
H -2.042 -0.750 -0.998
H -1.555 -1.225 0.679
H 0.490 -1.030 -1.497
H 0.786 -1.309 0.291
H 2.186 0.569 0.549
F 1.892 1.575 1.666
```

Expectation value of S²: 2.01
Multiplicity: 3
Highest occupied orbital energy (spin up / spin down), eV: -6.8 / -11.1